Entry 1:
{
  "formula": "C23H28Cl5I2N4Pb",
  "method": "the ωB97M-V functional and the def2-TZVPD basis",
  "elements": ["Pb", "C", "C", "C", "C", "C", "C", "C", "C", "C", "C", "H", "H", "H", "H", "H", "H", "H", "H", "H", "H", "H", "H", "H", "H", "I", "C", "I", "H", "H", "Cl", "C", "C", "C", "Cl", "C", "Cl", "C", "Cl", "C", "Cl", "C", "N", "C", "N", "C", "N", "C", "N", "C", "C", "H", "H", "H", "H", "H", "H", "H", "H", "H", "H", "H", "H"],
  "xyz": [[7.814, 10.499, 9.036], [9.903, 10.979, 13.164], [10.911, 10.769, 12.017], [11.223, 9.267, 11.798], [10.552, 11.536, 10.755], [11.281, 11.365, 9.569], [11.063, 12.169, 8.445], [10.066, 13.158, 8.469], [9.957, 14.171, 7.355], [9.242, 13.262, 9.615], [9.482, 12.459, 10.733], [10.297, 10.501, 14.057], [8.927, 10.516, 12.943], [9.720, 12.032, 13.395], [11.865, 11.211, 12.364], [10.326, 8.717, 11.475], [11.560, 8.830, 12.737], [12.000, 9.113, 11.052], [12.038, 10.593, 9.522], [11.664, 12.023, 7.566], [10.845, 14.831, 7.340], [9.076, 14.830, 7.499], [9.915, 13.730, 6.362], [8.425, 13.965, 9.625], [8.848, 12.543, 11.611], [5.059, 10.035, 7.823], [4.876, 11.763, 6.414], [6.575, 13.120, 6.617], [3.996, 12.298, 6.756], [4.853, 11.361, 5.399], [7.497, 7.113, 11.019], [6.677, 8.519, 11.684], [6.733, 9.766, 11.041], [6.060, 10.861, 11.566], [6.031, 12.419, 10.696], [5.384, 10.752, 12.804], [4.629, 12.118, 13.508], [5.332, 9.511, 13.465], [4.470, 9.344, 14.953], [5.972, 8.393, 12.891], [5.876, 6.862, 13.675], [9.387, 8.893, 6.489], [10.086, 7.857, 5.746], [9.148, 6.711, 5.566], [8.611, 6.183, 6.836], [7.936, 7.279, 7.522], [8.876, 8.396, 7.787], [10.029, 7.917, 8.604], [10.750, 6.842, 7.930], [11.199, 7.355, 6.616], [9.781, 5.742, 7.650], [8.538, 9.254, 5.897], [10.058, 9.747, 6.667], [9.678, 5.917, 5.054], [8.312, 7.051, 4.945], [7.531, 6.914, 8.455], [7.095, 7.642, 6.892], [9.619, 7.566, 9.559], [10.707, 8.771, 8.784], [11.684, 6.545, 6.077], [11.924, 8.158, 6.783], [9.407, 5.356, 8.609], [10.299, 4.963, 7.081]],
  "energy_ha": -4201.21352,
  "relative_energy_kj_mol": 0.0,
  "charge": 1
}


Entry 2:
{
  "formula": "C30H27ClN4OPRbS3Sb",
  "method": "the ωB97M-V functional and the def2-TZVPD basis",
  "elements": ["Rb", "O", "N", "C", "C", "C", "C", "C", "C", "C", "P", "C", "C", "C", "C", "C", "C", "C", "C", "C", "C", "C", "C", "H", "H", "H", "H", "H", "H", "H", "H", "H", "H", "H", "H", "H", "H", "H", "H", "N", "C", "C", "C", "C", "C", "N", "C", "C", "C", "C", "C", "N", "H", "H", "H", "H", "H", "H", "H", "H", "H", "S", "Sb", "S", "S", "Cl", "C", "H", "H"],
  "xyz": [[0.477, 1.538, 0.394], [-2.914, 2.150, -0.129], [-3.611, 0.881, 0.026], [-2.666, -0.050, -0.030], [-2.900, -1.438, 0.037], [-4.251, -1.941, 0.101], [-4.517, -3.282, 0.128], [-3.481, -4.240, 0.104], [-2.163, -3.776, 0.074], [-1.843, -2.428, 0.048], [-0.113, -1.861, 0.166], [0.810, -3.220, -0.668], [1.054, -3.078, -2.033], [1.723, -4.059, -2.753], [2.180, -5.200, -2.110], [1.957, -5.350, -0.747], [1.278, -4.369, -0.035], [0.290, -2.181, 1.936], [1.623, -2.166, 2.355], [1.950, -2.378, 3.687], [0.944, -2.580, 4.625], [-0.385, -2.565, 4.223], [-0.711, -2.373, 2.884], [-3.597, 2.785, 0.106], [-1.650, 0.289, -0.162], [-5.056, -1.216, 0.113], [-5.551, -3.616, 0.165], [-3.694, -5.302, 0.122], [-1.362, -4.508, 0.082], [0.718, -2.178, -2.536], [1.904, -3.922, -3.813], [2.716, -5.962, -2.663], [2.318, -6.233, -0.232], [1.119, -4.492, 1.030], [2.413, -1.942, 1.647], [2.988, -2.332, 3.995], [1.196, -2.721, 5.670], [-1.176, -2.699, 4.951], [-1.749, -2.370, 2.571], [0.238, 4.568, -2.889], [0.194, 5.099, -1.589], [0.443, 6.466, -1.448], [0.385, 7.015, -0.182], [0.091, 6.204, 0.901], [-0.132, 4.862, 0.649], [-0.096, 4.315, -0.568], [0.221, 3.260, -3.356], [0.252, 3.073, -4.751], [0.240, 1.792, -5.245], [0.195, 0.718, -4.366], [0.171, 1.009, -3.016], [0.185, 2.244, -2.513], [0.384, 5.257, -3.604], [0.695, 7.071, -2.312], [0.592, 8.069, -0.040], [0.088, 6.574, 1.916], [-0.345, 4.186, 1.470], [0.283, 3.929, -5.416], [0.264, 1.627, -6.316], [0.178, -0.306, -4.711], [0.142, 0.208, -2.280], [4.947, 1.643, 4.308], [3.279, 1.977, 2.772], [3.420, 0.572, 0.929], [2.688, 4.148, 2.280], [-0.078, 1.739, 3.302], [1.558, 1.253, 3.910], [1.590, 0.167, 3.915], [1.664, 1.641, 4.919]],
  "spin_multiplicity": 2,
  "energy_ha": -3714.16227,
  "relative_energy_kj_mol": 100.7,
  "charge": -2,
  "s_squared": 0.78
}


Entry 3:
{
  "formula": "C5H9NO",
  "method": "the ωB97M-V functional and the def2-TZVPD basis",
  "elements": ["C", "C", "O", "C", "C", "C", "N", "H", "H", "H", "H", "H", "H", "H", "H", "H"],
  "xyz": [[-0.234, 1.370, -1.816], [0.266, 1.775, -0.462], [-0.597, 2.641, 0.033], [0.806, -1.214, 0.828], [-0.523, -1.251, 1.592], [0.714, -1.951, -0.437], [0.605, -2.500, -1.448], [-0.169, 0.281, -1.910], [0.478, 1.769, -2.550], [-1.244, 1.718, -2.063], [1.069, -0.175, 0.580], [-0.269, 2.918, 0.901], [1.617, -1.641, 1.427], [-0.766, -2.263, 1.932], [-1.345, -0.902, 0.957], [-0.466, -0.600, 2.469]],
  "energy_ha": -325.80960,
  "relative_energy_kj_mol": 336.0
}


Entry 4:
{
  "formula": "C7H17HgO3",
  "method": "the ωB97M-V functional and the def2-TZVPD basis",
  "elements": ["C", "C", "O", "C", "C", "O", "C", "H", "H", "H", "H", "H", "H", "H", "H", "H", "H", "H", "C", "O", "C", "H", "H", "H", "H", "H", "H", "Hg"],
  "xyz": [[-2.353, -1.285, 0.067], [-1.143, -1.706, 0.892], [0.435, -1.401, -0.353], [1.761, -1.786, -0.081], [2.734, -0.715, -0.540], [2.219, 0.543, -0.095], [3.073, 1.664, -0.272], [-2.203, -1.558, -0.991], [-3.220, -1.867, 0.408], [-1.273, -2.795, 1.031], [-0.303, -1.759, 1.592], [1.993, -2.737, -0.587], [1.892, -1.933, 1.007], [2.835, -0.700, -1.636], [3.729, -0.872, -0.099], [2.620, 2.523, 0.235], [4.054, 1.441, 0.169], [3.209, 1.886, -1.340], [-2.046, 2.428, -0.307], [-1.701, 1.044, -0.320], [-2.757, 0.174, 0.119], [-1.169, 3.024, -0.584], [-2.861, 2.594, -1.024], [-2.380, 2.735, 0.693], [-3.618, 0.370, -0.535], [-3.018, 0.450, 1.153], [-0.720, -0.280, 1.541], [0.210, 0.518, -0.144]],
  "energy_ha": -655.41386,
  "relative_energy_kj_mol": 582.8,
  "charge": 1
}


Entry 5:
{
  "formula": "C20H26N4O3S2",
  "method": "the ωB97M-V functional and the def2-TZVPD basis",
  "elements": ["O", "C", "N", "C", "N", "C", "C", "S", "H", "H", "H", "C", "C", "C", "O", "N", "C", "H", "H", "C", "O", "N", "H", "C", "C", "C", "C", "C", "C", "H", "H", "H", "H", "H", "H", "H", "H", "H", "H", "H", "C", "C", "C", "C", "C", "S", "H", "H", "H", "H", "H", "H", "H", "H", "H"],
  "xyz": [[-1.939, -3.868, -2.447], [-1.519, -3.323, -1.457], [-2.403, -2.562, -0.702], [-2.215, -1.916, 0.484], [-1.115, -1.420, 0.930], [-1.268, -0.871, 2.161], [-2.523, -0.913, 2.670], [-3.596, -1.701, 1.572], [-2.884, -0.533, 3.603], [-0.407, -0.446, 2.643], [-3.362, -2.631, -1.024], [-0.105, -3.415, -0.963], [0.698, -2.151, -1.305], [1.531, -1.716, -0.103], [1.696, -2.425, 0.869], [2.058, -0.468, -0.172], [2.054, 0.384, -1.334], [2.028, -0.202, -2.255], [2.985, 0.959, -1.355], [0.907, 1.406, -1.407], [0.966, 2.340, -2.178], [-0.125, 1.177, -0.577], [-0.133, 0.352, 0.008], [-1.302, 2.024, -0.552], [-1.592, 2.493, 0.873], [-2.837, 3.375, 0.904], [-4.037, 2.625, 0.336], [-3.750, 2.175, -1.093], [-2.512, 1.286, -1.131], [-2.295, 0.982, -2.157], [-2.694, 0.385, -0.541], [-4.607, 1.630, -1.493], [-3.585, 3.051, -1.723], [-4.919, 3.268, 0.353], [-4.248, 1.751, 0.958], [-3.041, 3.687, 1.930], [-2.657, 4.273, 0.309], [-0.731, 3.044, 1.257], [-1.748, 1.620, 1.512], [-1.067, 2.886, -1.186], [2.815, 0.023, 0.976], [4.280, -0.198, 0.797], [4.966, -1.362, 0.959], [6.339, -1.241, 0.651], [6.677, 0.011, 0.254], [5.325, 1.073, 0.244], [7.638, 0.386, -0.036], [7.042, -2.051, 0.726], [4.496, -2.270, 1.290], [2.594, 1.084, 1.109], [2.470, -0.544, 1.845], [0.027, -1.341, -1.592], [1.366, -2.350, -2.144], [-0.090, -3.538, 0.123], [0.350, -4.293, -1.420]],
  "energy_ha": -2018.91191,
  "smiles": "O=C(CCC(=O)N(CC(=O)NC1CCCCC1)Cc1cccs1)Nc1nccs1",
  "relative_energy_kj_mol": 4.7
}


Entry 6:
{
  "formula": "C18H25BrN2O20S5",
  "method": "the ωB97M-V functional and the def2-TZVPD basis",
  "elements": ["Br", "C", "C", "N", "C", "C", "C", "C", "C", "C", "N", "H", "H", "H", "H", "H", "C", "C", "O", "S", "O", "O", "O", "H", "H", "H", "H", "C", "C", "O", "S", "O", "O", "O", "H", "H", "H", "H", "C", "C", "O", "S", "O", "O", "O", "H", "H", "H", "H", "C", "C", "O", "S", "O", "O", "O", "H", "H", "H", "H", "C", "C", "O", "S", "O", "O", "O", "H", "H", "H", "H"],
  "xyz": [[-2.989, 0.049, -5.044], [-2.983, -0.393, -3.180], [-3.732, -1.528, -2.771], [-3.803, -1.959, -1.516], [-3.088, -1.133, -0.682], [-3.101, -1.441, 0.710], [-2.440, -0.663, 1.618], [-1.734, 0.500, 1.197], [-1.702, 0.799, -0.132], [-2.378, 0.006, -1.097], [-2.305, 0.382, -2.400], [-4.258, -2.080, -3.545], [-3.644, -2.318, 1.050], [-2.493, -0.937, 2.667], [-1.237, 1.130, 1.925], [-1.149, 1.683, -0.461], [1.176, 6.003, -0.997], [-0.279, 6.023, -1.414], [-0.861, 4.910, -0.726], [-0.119, 4.710, 0.681], [-0.898, 5.330, 1.691], [0.308, 3.357, 0.770], [1.158, 5.629, 0.386], [1.737, 5.247, -1.551], [1.658, 6.970, -1.116], [-0.409, 5.917, -2.488], [-0.778, 6.934, -1.076], [-4.157, -6.246, -2.514], [-3.988, -4.849, -3.062], [-3.612, -5.043, -4.434], [-4.318, -6.369, -4.997], [-5.491, -5.998, -5.705], [-3.321, -7.194, -5.579], [-4.759, -6.991, -3.589], [-3.188, -6.692, -2.280], [-4.791, -6.272, -1.631], [-3.230, -4.282, -2.532], [-4.931, -4.298, -3.040], [0.242, -9.031, -0.505], [-0.872, -8.799, 0.493], [-0.860, -7.384, 0.719], [-0.410, -6.632, -0.623], [-1.576, -6.197, -1.315], [0.649, -5.748, -0.312], [0.173, -7.909, -1.393], [1.221, -9.024, -0.020], [0.119, -9.959, -1.057], [-0.719, -9.335, 1.425], [-1.844, -9.070, 0.074], [2.905, 6.762, 5.351], [3.110, 8.146, 4.773], [3.454, 7.914, 3.402], [2.690, 6.603, 2.874], [1.520, 6.987, 2.179], [3.648, 5.735, 2.288], [2.262, 6.022, 4.307], [3.859, 6.280, 5.575], [2.286, 6.771, 6.244], [3.901, 8.696, 5.276], [2.187, 8.730, 4.799], [5.138, 2.763, 1.912], [4.427, 1.454, 1.650], [4.731, 1.149, 0.283], [6.197, 1.696, -0.074], [7.125, 0.629, 0.039], [6.104, 2.489, -1.245], [6.378, 2.655, 1.197], [4.580, 3.607, 1.506], [5.325, 2.931, 2.970], [3.353, 1.525, 1.797], [4.826, 0.650, 2.274]],
  "energy_ha": -6880.02976,
  "smiles": "Brc1cnc2ccccc2n1.O=S1(=O)OCCO1.O=S1(=O)OCCO1.O=S1(=O)OCCO1.O=S1(=O)OCCO1.O=S1(=O)OCCO1"
}